No. 1
Computed, not measured: a structure of composition C40H82CuIO38, with ωB97M-V with the def2-TZVPD basis set.

Structure (XYZ):
```
162
Properties=species:S:1:pos:R:3
Cu 2.085 2.478 -1.285
C 2.382 0.468 -5.217
C 2.774 1.326 -4.036
O 1.896 2.239 -3.612
H 3.100 -0.302 -5.500
H 2.262 1.131 -6.073
H 1.415 -0.005 -5.043
H 3.796 1.672 -4.193
H 3.059 0.641 -3.238
C 1.484 6.579 -0.146
C 2.390 5.521 -0.810
O 1.894 4.963 -1.980
H 0.786 6.113 0.550
H 0.889 7.179 -0.835
H 2.106 7.270 0.423
H 2.549 4.695 -0.118
H 3.292 6.119 -0.938
I 0.658 0.277 0.076
C -6.463 3.816 0.752
O -5.734 2.974 1.625
C -4.413 3.208 1.810
O -3.846 4.201 1.365
O -3.861 2.271 2.462
C -2.460 2.175 2.594
H -6.564 4.836 1.123
H -7.534 3.635 0.849
H -6.223 3.870 -0.310
H -2.082 2.178 3.617
H -1.797 2.963 2.237
H -2.228 1.200 2.165
C -2.661 4.980 -5.614
O -2.923 4.738 -4.224
C -1.902 4.446 -3.472
O -0.703 4.372 -3.857
O -2.390 4.374 -2.258
C -1.538 4.426 -1.170
H -2.082 4.142 -6.002
H -2.149 5.941 -5.654
H -3.565 4.947 -6.222
H -0.860 5.264 -1.327
H -0.786 3.639 -1.108
H -1.897 4.514 -0.145
C -1.552 -2.811 -1.230
O -1.440 -2.973 -2.654
C -2.069 -3.988 -3.282
O -2.686 -4.900 -2.730
O -1.896 -3.848 -4.490
C -2.524 -4.752 -5.380
H -0.781 -2.122 -0.884
H -1.300 -3.738 -0.716
H -2.593 -2.553 -1.032
H -2.199 -4.329 -6.330
H -3.610 -4.664 -5.380
H -2.202 -5.793 -5.350
C 4.797 -0.592 -0.142
O 5.784 0.321 -0.604
C 5.410 1.578 -0.877
O 4.295 2.070 -0.636
O 6.412 2.131 -1.474
C 6.374 3.472 -1.748
H 4.274 -0.273 0.760
H 5.152 -1.603 0.058
H 4.071 -0.841 -0.916
H 5.397 3.842 -2.057
H 7.077 3.761 -2.529
H 6.672 3.847 -0.769
C -7.644 0.256 1.026
O -7.578 -0.212 -0.296
C -6.468 0.135 -1.073
O -6.453 0.013 -2.327
O -5.432 0.469 -0.277
C -4.132 0.690 -0.776
H -7.620 1.342 1.118
H -6.825 -0.174 1.603
H -8.566 -0.068 1.508
H -4.100 1.509 -1.494
H -3.783 -0.285 -1.117
H -3.567 1.056 0.082
C -6.246 -4.826 4.188
O -5.073 -4.037 4.016
C -4.993 -3.052 3.038
O -5.789 -2.750 2.173
O -3.865 -2.361 3.294
C -3.413 -1.351 2.468
H -6.623 -5.390 3.334
H -7.027 -4.228 4.659
H -5.929 -5.491 4.991
H -2.614 -1.810 1.887
H -2.844 -0.705 3.137
H -4.171 -0.753 1.962
C 3.060 -4.013 1.631
O 2.224 -4.301 2.733
C 1.679 -5.604 2.902
O 1.044 -5.916 3.896
O 1.848 -6.371 1.783
C 1.279 -7.667 1.826
H 3.387 -2.984 1.483
H 2.720 -4.333 0.647
H 3.923 -4.668 1.750
H 1.320 -8.334 0.966
H 0.215 -7.703 2.064
H 1.871 -8.145 2.606
C 2.064 -2.902 -3.321
O 2.450 -3.717 -4.459
C 2.025 -3.555 -5.691
O 2.426 -4.332 -6.604
O 1.058 -2.564 -5.793
C 0.358 -2.502 -7.032
H 1.279 -3.271 -2.660
H 1.862 -1.854 -3.543
H 2.949 -2.950 -2.687
H 0.991 -2.172 -7.855
H -0.633 -2.058 -6.930
H 0.062 -3.514 -7.308
C -1.768 0.658 7.721
O -1.200 1.372 6.618
C -0.231 0.828 5.860
O 0.306 -0.282 5.935
O 0.169 1.718 5.008
C 1.080 1.356 4.011
H -1.824 1.112 8.710
H -1.558 -0.412 7.751
H -2.800 0.639 7.369
H 1.037 2.064 3.183
H 0.826 0.343 3.701
H 2.099 1.378 4.398
C -1.447 0.194 -3.807
O -2.578 1.017 -3.782
C -3.516 0.820 -4.794
O -3.497 0.056 -5.752
O -4.467 1.722 -4.510
C -5.322 2.188 -5.551
H -1.406 -0.560 -3.020
H -0.567 0.827 -3.697
H -1.394 -0.498 -4.647
H -5.281 1.699 -6.525
H -5.351 3.276 -5.613
H -6.228 1.777 -5.106
C 3.918 -1.370 4.192
O 5.195 -1.686 4.732
C 6.002 -2.628 4.199
O 5.719 -3.213 3.166
O 7.011 -2.934 5.001
C 7.875 -4.039 4.706
H 3.191 -2.036 4.657
H 3.849 -1.482 3.110
H 3.655 -0.339 4.428
H 8.925 -4.112 4.987
H 7.796 -4.087 3.620
H 7.308 -4.891 5.084
C 5.994 1.368 6.286
O 5.039 2.006 5.394
C 5.173 1.961 4.107
O 6.023 1.354 3.470
O 4.266 2.779 3.595
C 3.952 2.824 2.245
H 6.292 0.368 5.973
H 5.596 1.255 7.294
H 6.920 1.936 6.376
H 3.036 3.366 2.009
H 3.640 1.867 1.828
H 4.820 3.178 1.688
```

LUMO energy: 3.249 eV
strongest force on any atom: 7.0 eV/Å
net charge: -2
2S+1: 1



No. 2
Computed, not measured: a cluster of 10 separate species, C40H82F6O20 in total, with ωB97M-V with the def2-TZVPD basis set.

Structure (XYZ):
```
148
Properties=species:S:1:pos:R:3
C 17.727 22.596 -11.359
O 18.911 23.288 -11.186
C 19.933 22.429 -10.634
C 19.799 22.257 -9.122
O 20.859 21.637 -8.413
C 21.100 20.290 -8.826
H 17.852 21.719 -11.994
H 16.962 23.241 -11.792
H 17.277 22.148 -10.473
H 20.778 23.078 -10.865
H 20.019 21.495 -11.191
H 18.895 21.669 -8.964
H 19.446 23.195 -8.695
H 21.961 19.918 -8.271
H 21.329 20.283 -9.892
H 20.266 19.622 -8.612
C 21.725 24.716 -5.040
O 22.104 25.539 -3.979
C 21.752 26.903 -4.037
C 22.970 27.874 -4.403
O 23.336 27.781 -5.697
C 22.561 28.578 -6.576
H 21.944 25.030 -6.060
H 20.636 24.712 -5.070
H 22.080 23.702 -4.856
H 21.362 26.898 -3.020
H 20.929 27.104 -4.722
H 23.744 27.452 -3.762
H 22.657 28.848 -4.026
H 22.675 29.660 -6.513
H 21.506 28.318 -6.497
H 22.825 28.291 -7.594
C 24.779 25.364 -7.108
O 24.135 24.054 -7.136
C 23.881 23.407 -8.421
C 22.921 24.120 -9.313
O 23.473 25.301 -9.908
C 22.524 26.060 -10.678
H 24.104 26.058 -7.609
H 25.567 25.196 -7.842
H 25.123 25.514 -6.084
H 23.444 22.420 -8.274
H 24.841 23.111 -8.845
H 22.086 24.350 -8.651
H 22.540 23.375 -10.013
H 22.942 26.909 -11.219
H 21.776 26.488 -10.010
H 22.088 25.368 -11.399
C 27.438 26.027 -1.619
O 26.425 25.187 -2.048
C 26.364 24.897 -3.449
C 25.155 24.066 -3.774
O 25.049 22.856 -3.027
C 26.110 21.898 -3.250
H 27.446 25.911 -0.535
H 27.310 27.066 -1.925
H 28.384 25.637 -1.994
H 27.273 24.316 -3.605
H 26.408 25.832 -4.007
H 25.074 23.751 -4.814
H 24.320 24.713 -3.506
H 26.188 21.397 -4.215
H 25.875 21.092 -2.555
H 27.046 22.310 -2.871
C 17.977 25.754 -2.835
O 16.650 25.898 -2.463
C 16.406 27.251 -1.892
C 14.883 27.462 -1.558
O 14.799 28.657 -0.743
C 13.640 28.633 0.084
H 18.450 26.526 -3.441
H 18.234 24.790 -3.274
H 18.503 25.782 -1.880
H 16.629 28.032 -2.619
H 17.050 27.393 -1.024
H 14.497 26.542 -1.118
H 14.267 27.677 -2.431
H 12.706 28.605 -0.476
H 13.611 29.501 0.743
H 13.694 27.723 0.682
C 10.984 17.662 -0.423
O 12.080 18.501 -0.526
C 13.205 17.967 -1.237
C 14.239 19.083 -1.481
O 15.466 18.495 -1.926
C 16.476 19.474 -1.869
H 11.292 16.697 -0.020
H 10.639 17.352 -1.409
H 10.265 18.101 0.269
H 12.820 17.498 -2.142
H 13.547 17.133 -0.625
H 14.165 19.752 -0.624
H 13.908 19.619 -2.371
H 16.726 19.624 -0.818
H 16.244 20.477 -2.225
H 17.335 19.027 -2.370
O 21.266 24.841 2.381
C 21.872 24.436 1.391
O 23.175 24.069 1.473
C 23.565 23.366 0.278
C 22.620 24.015 -0.774
C 21.320 24.164 0.005
H 23.432 22.295 0.425
H 24.631 23.496 0.087
H 22.503 23.425 -1.683
H 22.946 25.016 -1.055
H 20.762 23.231 -0.071
H 20.756 25.036 -0.326
O 21.513 16.046 0.548
C 21.070 15.855 -0.580
O 19.803 15.525 -0.828
C 19.452 15.783 -2.250
C 20.629 16.713 -2.650
C 21.775 16.220 -1.860
H 18.445 16.194 -2.317
H 19.542 14.817 -2.746
H 20.418 17.771 -2.497
H 20.847 16.550 -3.705
H 22.326 17.131 -1.623
H 22.342 15.352 -2.197
C 23.052 20.937 -5.494
C 22.061 20.925 -4.264
O 20.840 21.432 -4.722
C 19.908 20.729 -5.262
O 20.006 19.492 -5.480
C 18.602 21.427 -5.543
F 18.280 21.187 -6.844
F 17.656 20.964 -4.749
F 18.710 22.756 -5.320
H 23.256 21.938 -5.874
H 22.708 20.224 -6.244
H 24.057 20.679 -5.161
H 22.472 21.571 -3.488
H 22.025 19.949 -3.779
C 30.916 19.994 -7.528
C 30.136 18.786 -6.930
O 28.694 18.922 -6.821
C 27.856 18.549 -7.918
O 28.273 18.109 -8.966
C 26.306 18.772 -7.620
F 25.848 17.561 -7.394
F 25.991 19.543 -6.628
F 25.756 19.278 -8.654
H 30.804 20.048 -8.611
H 31.965 19.936 -7.236
H 30.620 20.963 -7.125
H 30.539 18.524 -5.952
H 30.224 17.816 -7.419
```

LUMO energy (spin up / spin down): -2.449 / -8.427 eV
strongest force on any atom: 6.3 eV/Å
net charge: +1
2S+1: 2



No. 3
Computed, not measured: a cluster of 8 separate species, C40H85N3O10 in total, with ωB97M-V with the def2-TZVPD basis set.

Structure (XYZ):
```
138
Properties=species:S:1:pos:R:3
N 1.107 -4.791 3.240
C 1.458 -3.698 2.485
C 0.320 -2.608 1.924
C -0.378 -3.097 0.523
O -1.745 -3.682 0.662
C -2.191 -3.776 -0.765
O -3.157 -4.606 -1.237
O -1.430 -2.802 -1.564
C -0.297 -2.160 -0.819
C -0.790 -0.599 -0.778
C 0.186 0.423 0.052
N -0.559 0.817 1.344
C 1.009 -2.585 -1.738
C 2.521 -2.589 -1.021
C 3.682 -3.088 -2.101
C 3.434 -3.522 -3.648
N 2.066 -3.450 -4.234
C 0.982 -3.012 -3.309
H 0.063 -4.790 3.362
H 2.620 -3.533 2.285
H 0.882 -1.583 1.860
H -0.547 -2.607 2.742
H 0.266 -4.050 0.204
H -0.890 -0.199 -1.875
H -1.859 -0.591 -0.251
H 1.206 -0.100 0.282
H 0.355 1.428 -0.559
H 0.100 1.355 1.959
H -0.822 -0.064 1.857
H 2.720 -2.295 0.093
H 4.797 -3.153 -1.695
H 4.328 -3.896 -4.342
H -0.105 -2.963 -3.807
C -3.856 -6.511 -3.620
C -3.997 -5.098 -4.162
O -3.817 -5.010 -5.573
C -4.725 -5.761 -6.376
C -6.178 -5.365 -6.177
H -2.871 -6.923 -3.877
H -3.967 -6.515 -2.531
H -4.608 -7.184 -4.036
H -3.225 -4.469 -3.707
H -4.958 -4.660 -3.875
H -4.580 -6.833 -6.207
H -4.449 -5.574 -7.421
H -6.512 -5.537 -5.151
H -6.825 -5.945 -6.842
H -6.318 -4.301 -6.393
C -3.826 3.123 1.697
C -2.581 3.763 2.288
O -1.680 4.268 1.305
C -2.189 5.279 0.438
C -2.651 6.527 1.171
H -3.552 2.306 1.018
H -4.464 2.723 2.491
H -4.419 3.838 1.122
H -2.033 3.005 2.856
H -2.843 4.551 3.001
H -2.987 4.871 -0.190
H -1.372 5.551 -0.241
H -3.472 6.317 1.860
H -2.995 7.282 0.458
H -1.830 6.950 1.761
C -0.050 0.789 -6.108
C -1.046 1.141 -5.016
O -0.494 1.954 -3.984
C 0.018 3.224 -4.382
C -1.025 4.123 -5.023
H 0.821 0.274 -5.681
H -0.515 0.136 -6.854
H 0.320 1.677 -6.625
H -1.385 0.216 -4.539
H -1.939 1.616 -5.434
H 0.884 3.092 -5.039
H 0.393 3.711 -3.474
H -1.430 3.690 -5.941
H -0.589 5.094 -5.274
H -1.865 4.282 -4.338
C -8.100 5.985 2.122
C -6.855 6.625 2.713
O -5.954 7.129 1.730
C -6.462 8.140 0.863
C -6.924 9.388 1.596
H -7.826 5.167 1.443
H -8.738 5.584 2.916
H -8.692 6.699 1.547
H -6.307 5.866 3.281
H -7.116 7.413 3.426
H -7.261 7.732 0.235
H -5.645 8.412 0.184
H -7.746 9.178 2.285
H -7.268 10.143 0.883
H -6.104 9.812 2.186
C 7.427 -6.442 -4.968
C 7.471 -5.006 -4.473
O 6.930 -4.839 -3.165
C 7.566 -5.567 -2.117
C 9.034 -5.216 -1.942
H 6.396 -6.818 -4.963
H 7.821 -6.507 -5.988
H 8.019 -7.109 -4.339
H 6.869 -4.385 -5.143
H 8.489 -4.605 -4.514
H 7.433 -6.643 -2.271
H 7.032 -5.320 -1.192
H 9.620 -5.449 -2.834
H 9.462 -5.774 -1.104
H 9.150 -4.144 -1.746
C 5.604 -5.902 8.015
C 5.462 -4.489 7.473
O 5.642 -4.401 6.062
C 4.734 -5.153 5.259
C 3.281 -4.757 5.458
H 6.588 -6.314 7.759
H 5.492 -5.907 9.104
H 4.852 -6.576 7.600
H 6.235 -3.861 7.928
H 4.501 -4.051 7.760
H 4.879 -6.225 5.429
H 5.011 -4.966 4.215
H 2.947 -4.929 6.484
H 2.634 -5.337 4.793
H 3.141 -3.692 5.243
C 0.821 6.032 2.833
C 0.865 7.469 3.329
O 0.324 7.635 4.637
C 0.960 6.907 5.684
C 2.428 7.259 5.859
H -0.210 5.657 2.838
H 1.215 5.968 1.814
H 1.413 5.365 3.463
H 0.263 8.089 2.658
H 1.883 7.869 3.287
H 0.827 5.831 5.531
H 0.426 7.154 6.609
H 3.014 7.025 4.967
H 2.856 6.701 6.697
H 2.544 8.330 6.056
```

energy relative to the best compared isomer or geometry (same formula, charge and spin): 1062.64 kJ/mol
LUMO energy: -0.404 eV
SMILES string: [H]/N=C\C[C@H]1OC(=O)O[C@]1(CCN)c1cccnc1.CCOCC.CCOCC.CCOCC.CCOCC.CCOCC.CCOCC.CCOCC
strongest force on any atom: 10.0 eV/Å
2S+1: 1